C26H49ClN4Pt as an isolated structure, computed with the ωB97M-V functional and the def2-TZVPD basis.

```
! wB97M-V def2-TZVPD RIJCOSX def2/J DEFGRID3
* xyz -2 5
H -1.9904 -2.9293 -4.4306
H -0.5610 3.0630 -2.4914
H 3.6659 -4.4737 -1.9378
N 2.1178 -3.3600 -0.7543
H -2.0542 2.1794 -2.9723
C 2.4033 2.3211 1.5288
H -0.6172 -0.5859 2.4981
C -1.5544 -2.6281 1.2284
H -3.6552 3.7959 -2.5032
H -0.9851 1.5109 -1.7480
C -3.5085 -1.4718 2.3804
H -1.0741 -2.8910 2.1840
H 4.1456 -3.2719 2.0004
H 2.9650 -4.5022 1.5390
H -3.6631 1.5788 -1.4474
H -1.8779 -2.4269 -1.4712
C 0.9173 1.9883 3.3661
C -1.4432 -0.1717 1.9126
H -0.5393 -3.9038 -4.7343
C -0.4703 4.7850 1.7353
H -2.2264 5.5751 0.7815
C 1.8934 -1.9408 1.2825
C -1.4016 2.4640 -2.1256
H -2.7736 -1.0631 0.3992
H -2.4983 1.0970 -0.2061
H 4.5601 -1.8482 -0.8307
H 4.3804 -1.2265 0.8174
H 1.7926 1.7187 3.9806
H -2.2554 -3.4339 0.9715
H 2.4630 -1.5018 2.1025
C 0.1984 -1.3295 -3.8811
C 2.7108 -3.9585 -1.8793
N 0.6613 -3.2822 -2.2946
C 3.6377 -3.7352 1.1397
C -2.3464 -1.3224 1.3843
H -0.3749 5.4815 2.5526
C 2.0960 4.1806 3.1133
H -0.7765 -2.6088 0.4477
H 1.4208 -1.1169 0.7582
H 2.4853 4.9258 2.4101
H -1.5838 -4.2567 -3.3358
H -0.7336 -1.0713 -1.4724
C -1.1508 -3.4488 -3.9396
H -0.6272 -0.8842 -4.4680
C -1.4511 4.8258 0.8049
N 0.2507 3.6103 1.5581
H 3.2681 -0.6974 -0.4308
H 1.4559 4.6509 3.8676
H -1.9986 -1.1458 -2.6666
H 1.1338 -2.5811 1.6939
H -1.9996 0.5041 2.5734
H 1.8678 -4.3938 -3.8161
C -1.3026 -1.7592 -2.0878
C -3.0805 4.2385 -1.6728
H 0.1025 2.3095 4.0213
H 2.8574 2.9290 0.7410
H -3.8308 2.2247 0.2199
N -1.3642 3.6632 0.0459
H -3.7976 4.6660 -0.9632
Cl 1.2493 0.6597 -1.0987
C -0.3727 2.9033 0.5828
H 2.9602 3.7405 3.6362
C -2.2485 3.1376 -1.0444
H -4.2178 -2.2492 2.0794
C 3.8236 -1.5690 -0.0753
H -3.1192 -1.7237 3.3768
H 0.9940 -1.5883 -4.5817
C 1.3801 3.0647 2.3822
C 1.7872 -3.9100 -2.8567
H 1.9511 1.4328 1.0579
C -3.1227 1.9709 -0.5709
H 0.5611 -0.5380 -3.2181
C -0.3827 -2.4837 -3.0402
H 3.2067 1.9322 2.1822
H 4.4130 -4.2331 0.5383
C 2.8498 -2.6748 0.3773
C 0.8508 -3.5061 -1.0247
Pt -0.5492 1.0090 0.6122
H -2.4439 5.0236 -2.0995
H 0.6130 1.0664 2.8361
H -4.0669 -0.5296 2.4699
*
```

Output
- Relative energy (zero: lowest compared OMol25 entry of this formula, charge and spin): 3.220 eV
- HOMO-LUMO gap (spin up / spin down): 1.53 / 5.07 eV
- HOMO energy (spin up / spin down): 0.1017 / -0.0281 Eh
- LUMO (spin up / spin down): 4.3 / 4.3 eV

One molecule with the formula C5H8O2, computed with the ωB97M-V functional and the def2-TZVPD basis.

```
! wB97M-V def2-TZVPD RIJCOSX def2/J DEFGRID3
* xyz 0 1
C -0.2986 0.1243 0.2993
H 0.3329 0.9546 0.6287
H 0.2405 -1.7012 -0.8108
O 2.0597 0.3425 2.2792
C 2.0437 -0.1415 1.2136
H -2.5045 -0.2765 -1.3618
H 0.6223 -0.2069 -1.6665
C -1.5617 0.8430 -0.1082
H 2.8635 -1.0989 -0.4001
O -2.6493 0.0198 -0.4575
H -1.8696 1.4134 0.7765
H -0.5052 -0.5157 1.1656
C 0.5900 -0.6682 -0.6681
H -1.3224 1.5767 -0.8941
C 1.9587 -0.6654 0.0043
*
```

Output
- SMILES: O=C=CCCCO
- Relative energy (zero: lowest compared OMol25 entry of this formula, charge and spin): 1.743 eV
- HOMO-LUMO gap: 9.67 eV
- HOMO energy: -0.3282 Eh
- LUMO: 0.7 eV

A 2-piece molecular cluster, C3H10N4 overall, computed with the ωB97M-V functional and the def2-TZVPD basis.

```
! wB97M-V def2-TZVPD RIJCOSX def2/J DEFGRID3
* xyz 0 1
H 2.8633 -1.5424 -0.4364
H -1.9556 -2.4198 -0.0832
N 0.4736 0.4545 1.2301
N 1.9667 -1.3535 -0.9237
H -1.8153 -0.2585 -1.1116
H -0.0207 -0.1024 1.9269
H -0.1244 2.6321 0.1212
H 1.3464 0.0193 0.9108
N 1.6978 -0.1098 -1.0810
H 2.4431 0.6035 -1.0028
H -1.6541 2.0174 0.7510
C -1.2004 -1.7271 0.2456
H -0.4027 -2.1247 0.8530
H -1.3731 2.0202 -1.0032
N -0.2845 0.5679 0.0374
C -0.9017 1.8861 -0.0328
C -1.0583 -0.5626 -0.4013
*
```

Output
- SMILES: [H]/N=N\[H].C=CN(C)N
- Relative energy (zero: lowest compared OMol25 entry of this formula, charge and spin): 4.794 eV
- HOMO-LUMO gap: 8.13 eV
- HOMO energy: -0.2827 Eh
- LUMO: 0.4 eV

A 10-piece molecular cluster, C34H65F8N13O18S8 overall, computed with the ωB97M-V functional and the def2-TZVPD basis.

```
! wB97M-V def2-TZVPD RIJCOSX def2/J DEFGRID3
* xyz 0 1
O 4.6897 -3.0180 4.5384
N -3.5425 -7.4045 -1.7482
H -8.9310 9.0256 1.1676
N 2.9649 -11.3870 -0.3414
C 4.7079 3.8785 1.4743
F -3.1704 -5.2058 -1.2325
C 3.6167 -2.6542 5.0630
H 4.6009 -8.8329 1.0542
C 3.2058 -13.9162 -0.0796
H 0.0037 0.9493 4.0343
F 1.0822 3.6626 -6.6786
H -8.8046 8.9588 2.7151
C -0.7640 3.0682 0.8535
N 4.8190 3.8788 3.7144
H -4.0704 9.1350 -2.4129
H -1.3288 1.0414 4.9968
H 1.4409 -10.1081 -1.3379
S -0.9820 9.4681 4.3653
H 5.0472 6.0752 6.3809
H -7.4093 12.3439 -0.0755
C 2.5742 -7.8298 -0.1705
N 5.3265 2.7231 1.8737
H 3.7695 4.0088 5.4505
H 6.9832 1.5346 1.1435
O 4.0275 6.5689 -7.2946
H -1.0190 4.0812 1.1279
O -5.4838 -5.9192 -1.1641
C 0.4522 0.2659 -1.0821
C 4.7583 4.3124 5.1066
O -2.9995 4.6721 14.7574
C -7.2237 10.2208 1.8219
N 2.9901 -9.1839 -0.1147
O 2.5172 -2.6085 4.4341
H -7.8908 11.0623 2.0090
H -1.5631 -5.5885 -9.3453
H 6.1517 6.0550 5.2054
H 4.5513 -2.4690 7.0414
H -7.6698 7.9488 1.7477
H 3.8391 5.4587 2.8628
H 5.5417 1.9839 -0.0272
N -6.4325 10.5518 0.6208
H -1.6805 -2.8774 -8.1420
O -2.0723 5.2611 11.7108
H 2.8162 -13.9276 0.9383
S 2.1071 4.8301 -6.9889
C -2.5420 -3.4817 -7.8579
H 3.3911 -7.1615 0.1018
S 4.2302 5.3975 -6.4532
O -3.9338 -6.5172 0.6086
H 4.2846 -13.7999 -0.1834
H -6.5734 10.1465 2.6934
O -0.1380 8.9337 5.4159
H 1.0279 0.7593 -1.8652
C -0.1852 -7.8327 -8.9951
C 5.9222 1.6962 0.9529
O -1.7503 10.7221 4.6189
H -0.8720 3.1558 3.5995
O -0.3382 11.6129 1.8843
H 4.3989 6.4415 4.8837
N -0.1868 1.2277 -0.1547
H -0.3056 -6.4456 -5.9478
H -0.0768 3.0780 -1.2425
C 3.6281 -2.2463 6.5065
S -1.5957 3.9973 12.3357
H -4.5724 9.3177 0.6735
H -1.6404 0.2096 3.6429
C 4.0634 -11.0662 0.3915
H 1.1598 -0.4369 -0.6421
C -1.0727 1.0919 3.9385
C -2.3826 -7.7845 -7.7958
C -5.2648 9.9400 0.1259
H -3.1453 -7.6783 -8.5673
H 5.7376 1.7837 3.7291
H -2.4456 2.5491 3.3880
H -2.0754 -8.7962 -7.5309
C -0.1732 -7.2498 -6.6716
H -2.8947 -7.5017 -6.8761
F 4.3659 6.1734 -5.0127
C -3.8008 10.0603 -1.9037
H 2.9353 -14.8035 -0.6520
H 5.3592 0.8060 1.2334
C 5.1124 5.7558 5.3408
O -5.9677 -8.7265 -1.3237
O 5.5383 4.7050 -6.4940
H -0.2670 -5.2691 -8.3533
N -0.9451 2.1029 1.7991
H 1.8151 -8.5436 -8.8448
S -4.1454 -6.4082 -0.8604
N -0.5325 9.1111 3.0014
O 1.2304 5.9691 -6.8430
F 1.2480 9.8720 1.6027
C -1.4054 2.3084 3.1686
C 1.2632 -7.1595 -7.2353
C -6.5615 11.6866 -0.2007
H 2.0834 -7.6436 -6.7052
H -0.2762 -8.2479 -6.2459
N -1.0463 -7.1072 -7.9001
H -3.0625 -3.5979 -8.8085
C 4.3866 4.5586 2.6249
O 1.2922 10.9019 3.6722
S -1.8362 3.8453 14.6792
H 5.4177 3.6622 5.6816
H -0.3037 -0.4100 -1.4820
C -0.3727 2.5630 -0.3405
H 4.6323 4.2282 0.4553
H 1.6208 -6.1344 -7.3322
H 1.6235 -6.8662 -9.4423
H 1.7169 -7.6728 0.4841
H -3.3753 -3.0975 -7.2696
C -1.3059 -5.5921 -8.2861
H 4.7260 -11.8703 0.6756
C -5.6877 11.6087 -1.2167
H -0.5084 -7.4689 -9.9704
C 1.2907 -7.5981 -8.7064
H -3.0604 -5.2798 -6.8200
S 0.2633 10.5577 2.7404
H -0.5911 -0.1170 1.4995
H 3.6704 -1.1756 6.7066
C 2.4851 -12.7111 -0.7050
H -5.4983 12.2549 -2.0610
H 1.4554 -12.7832 -0.3546
O -2.3463 2.7400 12.1861
F -1.1002 4.5800 15.8462
H 2.8084 -2.6205 7.1198
S -4.4822 -8.7247 -1.2614
C 2.3213 -10.2357 -0.7255
F -3.9910 -9.7045 -2.5857
H -1.4923 -4.6050 -6.3712
F -2.1128 8.3386 4.3707
C -2.1501 -4.8260 -7.2117
C -8.1080 8.9384 1.8770
H -0.4345 -8.8923 -8.9401
H -3.4535 10.9366 -2.4509
H -2.9189 9.8079 -1.3149
O -1.8523 2.5203 15.2339
C 5.3421 2.6703 3.2559
C -0.5782 0.9148 1.1806
O -3.8211 -9.5829 -0.2937
N -4.8843 10.4778 -1.0637
C 4.0503 -9.6283 0.5741
F -0.4135 3.6111 11.3247
O 2.4739 4.3986 -8.3296
N 2.9717 4.5773 -5.8261
H 2.3177 -7.5877 -1.2019
N -0.7880 4.2148 13.7047
H 2.4346 -12.9223 -1.7731
*
```

Output
- HOMO-LUMO gap: 4.20 eV
- HOMO energy: -0.2360 Eh
- LUMO: -2.2 eV

A 3-piece molecular cluster, C27H53BrF9N3O4S overall, computed with the ωB97M-V functional and the def2-TZVPD basis.

```
! wB97M-V def2-TZVPD RIJCOSX def2/J DEFGRID3
* xyz 0 1
N -3.8350 7.8971 -0.4024
N 6.9326 -5.8021 -1.0355
H -4.2022 8.6078 2.8917
C -4.6210 8.1967 0.7978
O -0.3484 2.1643 -0.1891
C -0.2055 1.6512 -3.9684
H -0.3255 0.5824 -4.1183
H -1.1083 -1.9541 -0.2530
F 0.1717 -3.7884 -0.9245
H 3.9136 -4.0692 -1.5071
C -0.2111 -1.4897 1.6845
H 0.0079 -2.0080 2.6076
C -0.8907 -2.4258 0.6932
H 1.6210 1.2228 1.3183
C 1.4444 -0.9040 -0.2625
O -0.5188 -0.5200 -1.7158
H -2.4017 0.2636 -3.8496
H -3.4560 3.6323 -2.1669
C 1.0735 -0.7382 1.1964
H -4.4602 7.7870 -1.1954
H -5.2118 9.0939 0.5903
C 0.2401 1.1243 -0.0333
H 6.5880 -5.0983 -1.6823
H -1.8534 -2.6923 1.1224
H 3.6389 0.2648 1.2128
H -0.9404 -0.7282 1.9337
C -4.4050 5.3906 2.3011
H -3.3365 -0.0376 -1.7741
C -5.6235 7.0826 1.1301
H 3.8850 -1.4638 0.9963
N 0.7258 0.7266 1.2663
H 1.5894 -0.0898 -2.9914
C -3.6696 8.5341 1.9413
H 4.4743 -1.5619 3.5106
H -3.1834 9.4907 1.7528
H 4.3425 -6.1916 -1.3046
H 1.4816 -1.9089 -0.6739
H -4.7690 1.4226 -0.6540
H -6.1308 7.2770 2.0849
F 0.4812 -5.9941 2.3846
H -3.4209 6.9768 -0.2802
H 4.7855 0.1749 3.3229
O 5.4166 -3.4768 -0.1969
C 5.7277 -4.5078 0.7222
C -4.2243 3.2979 -1.4809
H 2.1951 -2.1092 2.4331
H -5.2805 1.5951 -2.3217
C 2.2114 -1.0536 2.2018
H -4.4604 4.3043 2.3682
C 4.0702 -3.4418 -0.6261
F -1.0787 -6.1261 3.9411
C 4.6947 -0.7690 2.8055
H 2.4702 0.9249 -1.8745
C 3.6177 -0.6970 1.7170
H 0.5480 2.6595 -2.2179
H 0.1229 2.0404 -4.9267
C -2.7277 1.2206 -3.4559
F -1.4509 -7.0671 1.9536
C -0.1368 -3.7275 0.4238
C 4.7299 -6.6009 -0.3719
H 4.9452 -7.6535 -0.5506
H -0.2612 -1.4217 -1.9079
F -2.2270 -4.8619 0.1583
H -3.3493 5.6699 2.2695
H 5.6407 -1.0325 2.3425
S -1.0460 -5.6186 2.4529
C 0.8994 1.9185 -2.9234
O -5.0812 5.7786 1.1201
H -3.9234 3.5331 -0.4672
H 4.9462 -4.5761 1.4919
H 3.3836 -3.7463 0.1703
H 3.8469 -2.4135 -0.9075
H 3.9423 -6.5414 0.3824
H 2.4650 -0.5643 -0.4157
C 5.9935 -5.8792 0.0867
C -1.5909 2.2459 -3.6320
Br 1.8253 -0.1671 3.9245
H 6.6430 -4.1809 1.2222
H 7.8201 -5.4312 -0.7090
C -4.4627 1.7866 -1.6335
H -6.3931 7.0797 0.3535
F -0.6840 -4.1684 2.9816
C 0.6230 0.0844 -1.0978
H -2.4105 1.3577 -1.3428
H -4.8723 5.8216 3.1913
H 1.7319 2.3759 -3.4530
H -1.8654 2.9213 -4.4379
H -5.1500 3.8278 -1.6796
C -0.9587 -5.0284 0.6538
H -2.8808 7.7900 2.0472
F 1.0521 -3.8004 1.0760
C 1.4709 0.6787 -2.2314
F -0.3575 -6.0417 -0.0414
H -3.5896 1.5572 -4.0269
F -2.5860 -5.2393 2.5629
H -1.5081 2.8556 -2.7379
H 6.4571 -6.4950 0.8628
C -3.2018 1.0149 -2.0065
*
```

Output
- SMILES: CCCCCCCC[C@@]1(O)C[C@@](CCC(F)(F)C(F)(F)S(F)(F)(F)(F)F)([C@H](Br)CC)NC1=O.COC[C@@H](C)N.COC[C@@H](C)N
- HOMO-LUMO gap: 9.29 eV
- HOMO energy: -0.3338 Eh
- LUMO: 0.2 eV

C40H53InN3O9P4Te as an isolated structure, computed with the ωB97M-V functional and the def2-TZVPD basis.

```
! wB97M-V def2-TZVPD RIJCOSX def2/J DEFGRID3
* xyz 1 1
H 3.3066 1.0168 -2.4843
C -5.6376 -4.4336 3.8870
H -2.7673 -0.3555 -3.7768
H 3.9443 4.1161 -0.3995
O -2.3820 1.6034 1.5969
C 3.5895 1.7743 -1.7541
C -1.1343 -1.5933 -3.1235
C 2.8682 -0.6469 4.1693
H -3.7600 2.6659 2.7185
C -4.2300 0.8903 -1.0619
H 0.5311 -3.8823 -0.5692
O 0.4612 1.4703 1.7433
H -1.2068 -4.9864 -3.1000
C -3.7735 -1.0828 0.5249
C -0.8453 5.7138 -0.3059
C 0.2292 4.5808 2.3105
O 1.3604 1.5114 -1.0570
H 2.9525 2.0387 3.6210
C -0.9385 -2.7357 0.4956
H -0.2091 6.5504 -0.0482
C -2.4141 -1.3589 -3.6111
N 3.3561 1.4066 2.9049
O 0.9837 1.9163 4.1804
C 2.6817 1.1151 -5.3753
C 5.5831 2.7770 -0.8616
H -2.0437 3.0355 3.0594
H 5.0640 4.7626 -1.6131
C -0.8360 -2.9244 2.8851
H 5.8857 2.8407 0.1814
Te 0.1097 3.8469 0.2874
P 0.0177 -0.2831 -2.5841
C -3.2578 -2.4225 -3.8785
C 1.2150 -0.1767 -3.9638
C -0.7204 -2.9076 -2.9243
H 1.3792 -2.3074 -4.2108
H -4.9767 -5.6956 2.2885
C -1.5505 -3.9707 -3.2282
H 3.8829 -1.0444 4.1247
H -6.3107 -5.1729 4.2925
H 2.7564 3.6543 -2.4461
H -1.2720 1.4153 -3.8017
C 4.5759 3.8620 -1.2498
N 4.8993 1.4786 -1.1244
C -3.3991 0.0204 -0.3938
H -3.7893 2.3121 -2.7187
H -2.7387 1.4887 3.5834
H 3.9822 0.0032 -6.6634
H 0.7127 -4.1655 3.6805
C 0.1536 -3.5909 0.4000
H 0.2662 -3.0866 -2.5185
H -6.0924 -2.9699 5.3794
C -4.0388 -3.7767 2.2278
H -0.3283 2.0914 -2.4546
C 0.2579 -3.7574 2.7891
H -0.7018 5.0639 2.5815
H -1.8011 5.8439 0.1866
H 1.6041 -4.7650 1.4470
P 2.8479 -0.7335 1.3451
C -4.6695 -2.2419 3.9550
C -2.7526 2.2459 2.7997
C -1.4399 -2.3875 1.7461
C 3.2084 -0.0471 -5.9124
H 4.2473 3.1681 -3.2844
In -0.2358 0.2978 0.1383
H 4.3533 1.2315 3.0498
O 3.2166 -2.2171 1.7810
C -5.5217 -3.1937 4.4900
H -1.0049 5.7122 -1.3767
H -0.6701 -0.0592 4.1629
C 2.4909 1.8295 -0.6589
H 4.6500 0.8880 -0.2554
H -4.8100 -0.9309 0.8453
O -0.0847 -0.3097 3.4454
C -4.8929 -4.7255 2.7562
O 4.0783 -0.1169 0.7572
O 1.5911 -0.8435 0.5181
C 0.7660 -4.0865 1.5367
N -2.1403 0.1462 -0.8885
H 3.1262 -2.1833 -5.9160
H -5.2953 0.9688 -0.9576
C -3.9201 -2.5244 2.8214
C -0.9692 1.2596 -2.7623
H 3.0320 2.0773 -5.7202
H 1.3014 1.9698 -3.9947
H 3.1785 1.8320 1.9463
H 0.4161 3.7425 2.9659
C 1.6962 1.0534 -4.4045
H 5.4662 0.8826 -1.7255
P 0.8630 0.9218 3.0953
H -4.5884 -1.2659 4.4137
C -3.4383 1.5803 -2.0146
H 2.1750 -1.4849 4.2344
C 2.5425 0.1687 2.9403
C -2.8298 -3.7263 -3.6984
O 2.8149 2.2638 0.4537
H 2.4449 -2.7983 1.7594
H 1.0368 5.3009 2.3947
H -2.5718 2.2034 0.8634
H -3.7194 -2.0392 -0.0122
H -3.4621 -4.0140 1.3460
H -1.2539 -2.6843 3.8547
H -3.4950 -4.5472 -3.9180
C 1.7442 -1.3401 -4.5180
P -2.8150 -1.2209 2.1213
C 3.7308 3.1823 -2.3236
H -4.2564 -2.2273 -4.2379
H 6.4686 2.8521 -1.4925
C -2.1592 1.1150 -1.8738
H 2.7575 -0.0321 5.0642
H -1.4353 -2.4105 -0.4098
C 2.7294 -1.2752 -5.4868
*
```

Output
- Relative energy (zero: lowest compared OMol25 entry of this formula, charge and spin): 1.451 eV
- HOMO-LUMO gap: 6.93 eV
- HOMO energy: -0.3467 Eh
- LUMO: -2.5 eV

An isolated ion of composition C8H15N2 and charge +1, computed with the ωB97M-V functional and the def2-TZVPD basis.

```
! wB97M-V def2-TZVPD RIJCOSX def2/J DEFGRID3
* xyz 1 1
C -1.0929 -0.3704 -0.3292
C 1.1995 -0.7758 0.1260
C 2.5513 -1.0107 0.8505
H -0.3770 2.6958 0.0044
N -0.6217 -1.3266 -1.0793
H 1.4444 0.9330 2.0997
H -2.0073 -2.7942 -1.6817
H -0.8562 -2.2448 -2.7933
H -0.2800 0.9534 2.4238
H 2.2931 -1.3929 1.8383
H 1.4207 2.6278 0.3128
H 3.0676 -0.0346 1.0268
C 0.4329 1.1704 1.5469
H -2.1694 -1.2635 -2.4355
C 0.4140 2.5176 0.8065
H 1.1991 -2.3548 -1.4734
C 0.7096 -1.6529 -0.8485
H 0.2460 3.2669 1.4470
C -1.4515 -1.9289 -2.0396
H -3.3035 -0.1503 -0.4370
H -2.4153 1.0003 -1.0999
C -2.3578 0.3313 -0.2348
N 0.2437 0.0664 0.6020
H 3.2734 -1.5359 0.1779
H -2.3351 0.8091 0.7173
*
```

Output
- SMILES: CC[n+]1c(C)cn(C)c1C
- Relative energy (zero: lowest compared OMol25 entry of this formula, charge and spin): 1.600 eV
- HOMO-LUMO gap: 9.58 eV
- HOMO energy: -0.4653 Eh
- LUMO: -3.1 eV

no.,E_tot (Ha)
1,-1818.29861
2,-345.74090
3,-339.15179
4,-7384.33495
5,-5396.68733
6,-4221.10330
7,-423.03551